{
  "formula": "C5H8O",
  "method": "ωB97M-V/def2-TZVPD",
  "elements": ["C", "C", "C", "C", "C", "O", "H", "H", "H", "H", "H", "H", "H", "H"],
  "xyz": [[1.75559, 0.08479, 0.57758], [-0.01332, -1.23108, -0.03021], [-1.16058, -0.66614, 0.70118], [-0.97138, -0.33835, -0.77617], [-0.67740, 1.08291, -1.09033], [-0.86498, 1.61435, -2.16171], [1.24694, 0.66704, 1.34777], [2.59775, -0.48017, 0.99387], [2.05012, 0.68179, -0.28882], [1.16246, -1.04979, 0.13939], [-1.04668, 0.17449, 1.38771], [-1.94209, -1.36687, 0.99726], [-1.55607, -0.84922, -1.54231], [-0.26537, 1.65141, -0.22560]],
  "gap_ev": 8.724,
  "energy_ha": -270.35358,
  "de_lowest_ev": 5.5595,
  "spin_multiplicity": 1,
  "total_charge": 0
}

***

{
  "formula": "C4H6O2",
  "method": "ωB97M-V/def2-TZVPD",
  "elements": ["C", "C", "C", "C", "O", "O", "H", "H", "H", "H", "H", "H"],
  "xyz": [[1.17619, -0.09856, -1.73734], [-1.64477, -0.17317, 0.76423], [-0.03822, 0.17369, -1.32810], [-0.47066, -0.07295, 0.18527], [0.62720, -0.09565, 2.38756], [0.69377, 0.05201, 0.92092], [1.39519, 0.13035, -2.81012], [1.87667, -0.50511, -1.16013], [-1.75662, -0.20791, 1.90320], [-2.46644, -0.21461, 0.08809], [-0.70432, 0.53812, -2.03092], [1.31200, 0.47380, 2.81734]],
  "gap_ev": 9.655,
  "energy_ha": -306.31167,
  "de_lowest_ev": 5.2960,
  "spin_multiplicity": 1,
  "smiles": "C=CC(=C)OO",
  "total_charge": 0
}

***

{
  "formula": "CHCl2NO3S",
  "method": "ωB97M-V/def2-TZVPD",
  "elements": ["C", "N", "O", "O", "O", "S", "Cl", "Cl", "H"],
  "xyz": [[0.27812, -1.04925, -0.06944], [-0.05992, -0.77300, 1.26939], [-1.27841, -0.88232, 1.52466], [1.25128, 1.50476, 0.07174], [-0.35425, 1.23094, -1.79936], [0.02133, 1.07923, -0.43468], [1.99845, -1.17952, -0.41447], [-1.53507, 1.85600, 0.56737], [-0.32154, -1.78685, -0.71521]],
  "gap_ev": [8.418, 8.417],
  "energy_ha": -1637.58742,
  "de_lowest_ev": 3.9436,
  "spin_multiplicity": 1,
  "smiles": "O=N[C@H](Cl)S(=O)(=O)Cl",
  "total_charge": 0
}

***

{
  "formula": "C2H2I4",
  "method": "ωB97M-V/def2-TZVPD",
  "elements": ["C", "C", "I", "I", "I", "I", "H", "H"],
  "xyz": [[-0.93911, -0.01929, -0.11968], [0.76266, 0.30747, 0.19883], [-1.22180, -2.22039, 0.07477], [0.87113, 2.39719, -0.05131], [1.70223, -0.63757, -1.58575], [1.59527, -0.38923, 2.03160], [-1.17709, 0.09165, -1.12701], [-1.59330, 0.47016, 0.57855]],
  "gap_ev": 8.110,
  "energy_ha": -1268.13121,
  "de_lowest_ev": 0.4242,
  "spin_multiplicity": 1,
  "total_charge": 0
}

***

{
  "formula": "C8H7O3",
  "method": "ωB97M-V/def2-TZVPD",
  "elements": ["C", "C", "C", "C", "C", "C", "C", "C", "O", "O", "O", "H", "H", "H", "H", "H", "H", "H"],
  "xyz": [[-0.55004, 0.86873, -0.53934], [0.82247, 0.33415, -0.88319], [-1.16673, -0.61358, -0.50467], [-0.21755, 0.72218, 0.96314], [0.30234, -1.08817, -0.88968], [1.20221, 0.22898, 0.64168], [-0.73338, -0.75756, 1.01784], [0.70565, -1.24389, 0.79673], [1.25681, -2.30991, 1.29684], [3.48110, -1.54795, 1.23608], [2.79292, -2.52401, 1.52149], [-0.98912, 1.88127, -0.90410], [1.45462, 0.89104, -1.65672], [-2.17085, -0.85358, -1.05434], [-0.40987, 1.37239, 1.76123], [0.51808, -2.03171, -1.39404], [2.09971, 0.42607, 1.20735], [-1.46997, -1.19811, 1.82347]],
  "gap_ev": [8.348, 7.686],
  "energy_ha": -534.02234,
  "de_lowest_ev": 0.0000,
  "spin_multiplicity": 1,
  "total_charge": 1
}

***

{
  "formula": "C16H15ClTeW",
  "method": "ωB97M-V/def2-TZVPD",
  "elements": ["C", "C", "C", "H", "C", "C", "H", "H", "H", "H", "W", "Cl", "C", "C", "C", "H", "C", "C", "H", "H", "H", "H", "Te", "C", "C", "C", "C", "C", "C", "H", "H", "H", "H", "H"],
  "xyz": [[-2.20636, -0.91630, -1.35501], [-1.57496, -1.10780, -2.60271], [-1.34236, 0.17060, -3.16001], [-1.29386, -2.05540, -3.03071], [-1.79036, 1.14410, -2.23991], [-2.33656, 0.45840, -1.13141], [-2.67976, 0.91600, -0.22211], [-2.43316, -1.68980, -0.64471], [-0.88376, 0.36920, -4.11261], [-1.70056, 2.21270, -2.34071], [0.05854, 0.00800, -1.26911], [0.21634, -1.94220, 0.27159], [2.40734, 0.12890, -1.00071], [2.03314, 1.35230, -1.59821], [1.54564, 1.07390, -2.88211], [2.02404, 2.30920, -1.10911], [1.63514, -0.32450, -3.09221], [2.17514, -0.90500, -1.93611], [2.29464, -1.95670, -1.74901], [2.71374, -0.00460, 0.02079], [1.12684, 1.79330, -3.56661], [1.29894, -0.85830, -3.96571], [-0.18606, 1.98780, 0.76979], [-0.12986, 0.72140, 2.46979], [-1.27546, 0.60330, 3.26559], [-1.25106, -0.18860, 4.41839], [-0.08126, -0.86560, 4.77639], [1.06484, -0.74800, 3.98359], [1.04224, 0.04890, 2.83209], [-2.18036, 1.13280, 2.99839], [-2.13646, -0.27240, 5.03629], [-0.06156, -1.47550, 5.66969], [1.97134, -1.26740, 4.26339], [1.93574, 0.14740, 2.23299]],
  "gap_ev": [5.070, 4.255],
  "s_squared": 2.01,
  "energy_ha": -1413.89375,
  "de_lowest_ev": 0.0000,
  "spin_multiplicity": 3,
  "total_charge": 0
}

***

Please write out number 2 again, unchanged.
{
  "formula": "C4H6O2",
  "method": "ωB97M-V/def2-TZVPD",
  "elements": ["C", "C", "C", "C", "O", "O", "H", "H", "H", "H", "H", "H"],
  "xyz": [[1.17619, -0.09856, -1.73734], [-1.64477, -0.17317, 0.76423], [-0.03822, 0.17369, -1.32810], [-0.47066, -0.07295, 0.18527], [0.62720, -0.09565, 2.38756], [0.69377, 0.05201, 0.92092], [1.39519, 0.13035, -2.81012], [1.87667, -0.50511, -1.16013], [-1.75662, -0.20791, 1.90320], [-2.46644, -0.21461, 0.08809], [-0.70432, 0.53812, -2.03092], [1.31200, 0.47380, 2.81734]],
  "gap_ev": 9.655,
  "energy_ha": -306.31167,
  "de_lowest_ev": 5.2960,
  "spin_multiplicity": 1,
  "smiles": "C=CC(=C)OO",
  "total_charge": 0
}